No. 1
14
Properties=species:S:1:pos:R:3:lowdin_charge:R:1 method="wB97M-V/def2-TZVPD" gap_ev=10.2663 e_above_lowest_kcal_mol=93.8 smiles=C[NH2+][C@@]12C[C@@H]1O2 mol_weight_g_mol=86.11 homo_energy_ev=-13.987 total_charge=+1
C 0.873 0.985 1.472 0.043
N 0.085 -0.197 1.064 0.083
C -0.295 -0.029 -0.329 -0.345
C 0.136 -0.572 -1.740 0.056
C -1.304 -0.517 -1.292 -0.094
O -1.291 0.887 -0.860 0.039
H 1.232 0.801 2.494 0.119
H 1.669 0.933 0.824 0.082
H 0.195 1.908 1.420 0.159
H -0.705 -0.425 1.644 0.190
H 0.615 -1.091 0.906 0.221
H 0.432 -1.630 -1.803 0.124
H 0.541 0.186 -2.449 0.134
H -2.184 -1.238 -1.352 0.189



No. 2
16
Properties=species:S:1:pos:R:3:lowdin_charge:R:1 method="wB97M-V/def2-TZVPD" gap_ev="6.4954 / 6.0114" s2=0.7595 mol_weight_g_mol=296.15 spin_multiplicity=2 homo_energy_ev="-0.489 / -0.183" total_charge=-2
N 0.380 -0.344 -0.047 -0.339
S 0.210 1.317 0.074 0.475
O -0.029 2.003 -1.249 -0.327
O 0.723 1.976 1.314 -0.411
C 2.436 1.336 -0.628 -0.666
F 2.621 0.759 -1.819 0.038
F 3.255 0.735 0.239 0.045
F 2.837 2.608 -0.736 0.035
S -0.491 -1.362 0.776 0.571
O -0.893 -0.967 2.137 -0.360
O 0.122 -2.696 0.645 -0.380
C -2.145 -1.618 -0.108 -0.705
F -3.136 -0.976 0.491 0.110
F -2.069 -1.217 -1.372 0.114
F -2.442 -2.918 -0.102 0.090
O -1.379 1.365 0.386 -0.290